No. 1
A 24-piece molecular cluster, C48H144O48 overall in a non-equilibrium geometry. Source: the Open Molecules 2025 dataset; level of theory: the ωB97M-V functional and the def2-TZVPD basis.

```
240
Properties=species:S:1:pos:R:3:mulliken_charge:R:1
C 14.377 17.883 7.135 -0.8087
C 13.368 17.304 6.187 0.5434
O 12.833 18.135 5.217 -0.1240
O 15.666 18.141 6.625 -0.6053
H 14.544 17.233 7.994 0.2182
H 13.937 18.864 7.316 0.5173
H 12.539 17.058 6.850 -0.4000
H 13.718 16.373 5.741 -0.0679
H 13.410 18.155 4.450 0.2298
H 15.758 17.501 5.916 0.1953
C 11.698 7.481 1.113 0.1983
C 11.783 6.907 -0.323 -0.8626
O 10.606 7.054 -1.012 -0.5117
O 10.484 7.110 1.814 -0.5781
H 11.655 8.558 0.951 0.0516
H 12.661 7.270 1.577 0.3897
H 11.949 5.831 -0.356 0.3953
H 12.465 7.426 -0.996 0.2694
H 9.927 6.462 -0.681 0.3239
H 10.676 7.300 2.735 0.2847
C 17.128 10.539 2.339 -0.8041
C 15.895 11.351 2.585 -0.0526
O 15.670 11.655 3.938 -0.4707
O 18.217 11.409 2.129 -0.5133
H 17.106 9.879 1.472 0.4903
H 17.283 9.808 3.133 0.4599
H 15.051 10.707 2.337 0.4070
H 15.644 12.315 2.143 -0.2561
H 16.550 11.736 4.315 0.2217
H 18.909 10.744 2.125 0.3158
C 9.880 15.794 -3.731 -0.4191
C 10.647 14.393 -3.695 -0.4993
O 10.688 13.871 -2.389 -0.2183
O 10.602 16.800 -2.900 -0.4264
H 8.937 15.712 -3.190 0.0634
H 9.673 16.100 -4.757 0.4108
H 11.653 14.396 -4.113 0.2695
H 10.080 13.788 -4.403 0.4018
H 10.816 14.608 -1.788 0.0446
H 9.900 17.315 -2.496 0.7274
C 16.980 15.274 2.312 -0.0417
C 16.716 16.474 3.227 -0.9314
O 15.587 16.347 4.113 0.4886
O 17.511 14.212 3.194 -0.4486
H 17.754 15.650 1.643 0.3559
H 16.106 14.854 1.814 -0.0104
H 16.663 17.454 2.753 0.5192
H 17.619 16.635 3.816 0.3604
H 15.222 15.463 4.031 -0.2678
H 17.891 13.468 2.721 0.1837
C 8.887 17.629 3.564 0.0850
C 8.181 16.851 4.654 0.0550
O 8.662 17.308 5.851 -0.5537
O 8.767 18.973 3.757 -0.5523
H 8.610 17.342 2.549 0.1580
H 9.927 17.303 3.570 -0.0059
H 8.199 15.818 4.306 -0.1178
H 7.128 17.060 4.466 0.3723
H 8.777 16.579 6.466 0.1329
H 9.022 19.200 4.654 0.3369
C 11.182 16.698 9.474 0.8140
C 11.386 16.165 10.887 -0.7954
O 11.377 17.279 11.719 -0.5231
O 9.890 16.570 8.930 -0.5859
H 11.831 16.120 8.815 -0.4855
H 11.486 17.731 9.303 0.4076
H 12.269 15.532 10.972 0.2261
H 10.610 15.433 11.111 0.3798
H 10.629 17.141 12.305 0.3417
H 9.252 17.045 9.468 0.2850
C 15.795 21.204 -0.507 -0.4845
C 15.359 22.083 0.567 -0.6186
O 14.526 21.396 1.497 -0.3929
O 14.912 20.240 -0.978 -0.1671
H 16.748 20.695 -0.361 0.2006
H 16.047 21.820 -1.370 0.4903
H 14.801 22.916 0.141 0.3409
H 16.335 22.329 0.986 0.3556
H 13.664 21.766 1.295 0.1927
H 14.536 19.788 -0.219 0.0951
C 11.938 10.017 -4.046 -0.6391
C 11.417 10.343 -2.670 0.5313
O 10.095 10.829 -2.701 -0.4720
O 11.348 8.902 -4.580 -0.5858
H 13.025 9.964 -4.117 0.3270
H 11.707 10.890 -4.657 0.2881
H 11.962 11.140 -2.163 0.2888
H 11.517 9.407 -2.122 -0.2383
H 9.856 10.939 -1.778 0.1519
H 10.395 9.002 -4.527 0.3498
C 18.677 17.063 -1.581 -0.4641
C 17.321 17.758 -1.287 0.2574
O 16.280 16.905 -1.764 -0.2912
O 19.029 17.025 -3.016 -0.5639
H 18.737 16.030 -1.237 0.1555
H 19.422 17.654 -1.049 0.4406
H 17.124 18.764 -1.658 0.0277
H 17.182 17.736 -0.206 -0.0951
H 16.500 16.741 -2.684 0.1775
H 18.476 16.395 -3.483 0.2958
C 13.447 18.690 -3.934 0.0657
C 14.140 18.285 -5.295 -0.6154
O 13.496 17.192 -5.837 -0.5832
O 12.063 19.160 -3.953 -0.5861
H 13.959 19.517 -3.442 0.2215
H 13.300 17.836 -3.274 0.0845
H 15.227 18.265 -5.371 0.3607
H 13.861 18.928 -6.130 0.3504
H 12.545 17.326 -5.837 0.3033
H 11.527 18.378 -3.803 0.3705
C 15.001 8.418 6.295 0.4164
C 14.867 8.220 4.740 -0.6062
O 14.133 9.361 4.228 0.0607
O 16.138 7.897 6.747 -0.5716
H 14.102 8.016 6.761 -0.0159
H 14.904 9.495 6.436 -0.1384
H 14.454 7.228 4.555 0.4255
H 15.865 8.215 4.301 0.2386
H 14.628 10.180 4.146 0.1197
H 16.202 7.006 7.098 0.3350
C 7.456 19.226 -1.729 -0.3701
C 6.141 18.999 -2.481 -0.5525
O 5.319 17.906 -2.145 -0.4596
O 8.458 18.171 -1.946 -0.6234
H 7.061 19.274 -0.714 0.1593
H 7.916 20.210 -1.825 0.3903
H 6.290 19.092 -3.557 0.3437
H 5.493 19.788 -2.100 0.3491
H 4.720 17.702 -2.867 0.2982
H 8.615 17.652 -1.153 0.0357
C 11.214 8.019 5.865 0.3630
C 9.770 7.358 6.066 -0.6212
O 9.970 6.033 6.169 -0.5797
O 11.446 8.188 4.444 0.0302
H 11.953 7.419 6.397 0.1737
H 11.171 9.015 6.307 -0.2797
H 9.208 7.585 5.160 0.2061
H 9.283 7.725 6.970 0.3577
H 10.236 5.765 5.286 0.3528
H 12.214 8.764 4.434 -0.0611
C 16.053 12.856 -1.374 0.1983
C 17.024 12.623 -2.508 -0.6643
O 17.840 13.730 -2.856 -0.4491
O 14.972 13.700 -1.843 -0.1956
H 16.447 13.250 -0.437 -0.1210
H 15.608 11.896 -1.113 0.2265
H 16.537 12.135 -3.353 0.3752
H 17.711 11.866 -2.130 0.3403
H 18.131 13.584 -3.759 0.2898
H 15.197 14.619 -1.677 0.0472
C 5.926 14.176 3.668 -0.2369
C 6.398 13.066 4.663 0.1763
O 5.871 11.711 4.541 -0.5720
O 6.621 14.183 2.484 -0.1777
H 6.013 15.148 4.153 0.0786
H 4.844 14.163 3.540 0.3058
H 6.242 13.286 5.719 0.4634
H 7.474 13.182 4.791 -0.4322
H 6.216 11.178 3.821 0.2750
H 6.558 15.069 2.119 0.1512
C 7.997 9.304 2.588 0.0879
C 8.912 10.069 1.659 -0.4440
O 9.072 9.401 0.341 -0.4029
O 6.655 9.635 2.340 -0.6247
H 8.304 9.640 3.579 0.0679
H 8.170 8.230 2.524 0.2890
H 9.942 10.154 2.008 0.1343
H 8.637 11.119 1.567 0.4409
H 9.344 8.498 0.519 0.2006
H 6.560 9.522 1.391 0.3187
C 12.031 11.391 10.405 -0.4649
C 12.878 11.131 9.054 -0.2932
O 12.526 9.894 8.365 -0.3155
O 12.187 12.766 10.846 -0.4572
H 12.385 10.861 11.289 0.4265
H 10.988 11.273 10.113 0.3130
H 13.967 11.117 9.086 0.4777
H 12.649 12.006 8.447 -0.1007
H 12.728 9.220 9.018 0.2764
H 11.572 12.869 11.575 0.2819
C 16.967 14.362 7.146 -0.6203
C 15.564 14.017 6.898 0.8265
O 14.848 14.716 7.831 -0.2838
O 17.567 14.281 8.406 -0.6083
H 17.055 15.446 7.067 0.1908
H 17.613 13.837 6.443 0.3761
H 15.411 12.938 6.922 -0.0849
H 15.349 14.237 5.853 -0.3536
H 15.059 14.352 8.694 0.2498
H 18.526 14.312 8.406 0.3363
C 6.363 14.453 -1.351 -0.0203
C 7.040 13.086 -0.883 0.2074
O 6.394 11.833 -1.392 -0.6621
O 5.108 14.617 -0.737 -0.5389
H 6.216 14.542 -2.428 0.2663
H 7.008 15.259 -1.001 -0.1536
H 6.917 13.029 0.198 0.1672
H 8.118 13.042 -1.040 0.0620
H 6.950 11.069 -1.223 0.3239
H 4.651 13.773 -0.738 0.3533
C 11.375 18.344 1.047 0.8322
C 12.173 17.737 -0.141 -0.0134
O 13.544 17.462 0.175 0.2718
O 10.023 18.215 0.623 -0.1420
H 11.735 19.360 1.209 -0.0059
H 11.523 17.813 1.987 -0.7230
H 12.178 18.376 -1.024 0.2486
H 11.851 16.734 -0.420 -0.2427
H 14.069 17.350 -0.620 -0.2686
H 9.507 18.716 1.258 0.1568
C 10.245 22.000 3.789 -0.4926
C 11.666 21.714 4.265 0.2316
O 12.464 22.027 3.212 -0.3752
O 10.142 23.190 3.003 -0.5970
H 9.471 22.003 4.556 0.3718
H 10.075 21.202 3.065 0.1048
H 11.708 20.630 4.374 -0.2326
H 11.865 22.178 5.231 0.4850
H 13.264 22.228 3.702 0.2394
H 10.783 23.060 2.301 0.3163
C 9.882 13.406 7.312 -0.1970
C 10.998 12.546 6.683 0.7909
O 10.713 12.325 5.286 -0.2097
O 10.350 14.698 6.904 0.1359
H 9.897 13.359 8.400 0.3653
H 8.919 13.077 6.921 -0.0154
H 11.032 11.516 7.038 -0.0442
H 12.003 12.905 6.906 -0.5421
H 10.570 13.194 4.903 0.1116
H 10.290 15.264 7.677 -0.3645
C 11.827 15.141 3.424 1.5982
C 11.986 14.304 2.043 -1.0955
O 13.233 14.471 1.336 0.3251
O 10.725 14.742 4.136 0.0699
H 11.710 16.216 3.288 -0.9283
H 12.747 15.219 4.003 -0.3864
H 11.085 14.562 1.488 0.2180
H 11.919 13.236 2.250 0.3598
H 13.286 15.332 0.915 -0.1100
H 10.749 15.042 5.048 -0.2669
```

Properties
* net charge: 0
* orbital gap: 0.3434 hartree
* HOMO energy: -9.39 eV

No. 2
C48H29AuF4N8O3S as an isolated structure in a non-equilibrium geometry. Source: the Open Molecules 2025 dataset; level of theory: the ωB97M-V functional and the def2-TZVPD basis.

```
94
Properties=species:S:1:pos:R:3:mulliken_charge:R:1
Au -0.086 0.638 -0.869 1.4692
O 1.907 3.951 -1.550 -0.5806
C 1.073 3.092 -1.510 -0.0955
O 1.368 1.803 -1.490 -0.6178
C -0.401 3.385 -1.522 0.9893
C -0.873 4.684 -1.679 -0.7207
C -2.226 4.890 -1.734 -0.6744
C -3.105 3.791 -1.682 1.3363
C -4.506 3.938 -1.804 -0.9077
C -5.323 2.846 -1.780 -0.9289
C -4.773 1.555 -1.652 -0.3268
C -3.425 1.373 -1.525 0.9706
C -2.561 2.484 -1.520 -0.3746
N -1.208 2.337 -1.409 -0.0379
H -0.150 5.485 -1.746 0.5919
H -2.629 5.889 -1.841 0.5156
H -4.914 4.932 -1.937 0.4590
H -6.394 2.966 -1.875 0.4606
H -5.435 0.699 -1.658 0.4833
H -3.001 0.387 -1.431 -0.4523
F 4.995 3.437 3.248 -0.2938
C 4.119 4.359 2.899 -0.2155
C 4.454 5.667 2.995 0.3887
F 5.647 5.976 3.439 -0.2623
C 3.548 6.714 2.605 0.0314
C 2.265 6.288 2.114 0.2692
C 1.926 4.984 2.069 0.4112
F 0.690 4.650 1.714 -0.3150
C 2.837 3.943 2.428 0.6293
C 2.485 2.605 2.320 0.9911
C 1.268 2.144 1.780 0.1094
N 0.322 1.611 1.384 -0.3922
C 3.315 1.503 2.681 -0.4944
N 3.872 0.527 2.924 -0.5092
F 1.379 7.186 1.745 -0.2921
C 3.873 8.050 2.728 1.1753
C 3.035 9.097 2.256 -0.1269
N 2.401 9.986 1.895 -0.4083
C 5.068 8.504 3.350 -0.1686
N 6.007 8.931 3.857 -0.3752
O -1.604 -0.584 -0.254 -0.8077
S -1.615 -1.877 0.591 0.6921
C -2.422 -1.426 2.187 -1.7111
C -3.504 -0.395 2.079 0.6206
C -4.835 -0.781 1.943 -0.2333
C -5.841 0.173 1.900 -0.8699
C -5.524 1.521 1.991 -0.6198
C -4.198 1.911 2.115 -0.5935
C -3.191 0.960 2.156 -0.1506
C -2.969 -2.778 -0.237 -1.0752
C -2.516 -3.032 -1.650 0.1756
C -1.440 -3.886 -1.891 -0.2260
C -0.967 -4.058 -3.181 -0.6651
C -1.549 -3.365 -4.235 -0.5788
C -2.623 -2.519 -3.999 -0.8285
C -3.107 -2.355 -2.709 -0.1277
H -1.599 -1.091 2.818 0.5318
H -2.798 -2.376 2.571 0.6661
H -5.092 -1.835 1.921 0.4880
H -6.873 -0.141 1.824 0.4505
H -6.313 2.261 1.984 0.4728
H -3.948 2.961 2.205 0.4931
H -2.162 1.269 2.271 0.3084
H -3.850 -2.140 -0.188 0.3263
H -3.119 -3.696 0.334 0.7351
H -0.992 -4.428 -1.064 0.4968
H -0.151 -4.745 -3.365 0.5221
H -1.173 -3.493 -5.241 0.4432
H -3.088 -1.992 -4.821 0.4596
H -3.961 -1.713 -2.528 0.4589
N 3.574 -5.483 -1.634 0.0418
C 3.940 -6.702 -1.121 0.7302
C 4.486 -7.846 -1.693 -1.0311
C 4.733 -8.903 -0.842 -0.4392
C 4.435 -8.840 0.531 -0.5035
C 3.881 -7.715 1.098 -0.8003
C 3.626 -6.626 0.256 0.6334
N 3.099 -5.400 0.544 -0.5890
C 3.087 -4.738 -0.590 -0.2994
C 2.550 -3.398 -0.680 1.0869
C 2.320 -2.727 -1.886 -0.6768
C 1.674 -1.514 -1.869 -0.6507
N 1.267 -0.944 -0.727 0.0631
C 1.568 -1.526 0.448 -0.2902
C 2.204 -2.737 0.510 -0.8969
H 3.698 -5.191 -2.587 0.1857
H 4.701 -7.914 -2.752 0.3950
H 5.175 -9.805 -1.243 0.4019
H 4.658 -9.695 1.154 0.4019
H 3.664 -7.650 2.155 0.4502
H 2.625 -3.135 -2.838 0.4193
H 1.471 -0.974 -2.784 0.5108
H 1.302 -0.983 1.347 0.6636
H 2.446 -3.194 1.458 0.6287
```

Properties
* net charge: +2
* orbital gap (spin up / spin down): 0.1863 / 0.1878 hartree
* HOMO energy (spin up / spin down): -12.56 / -12.56 eV

Taking the records one at a time from the top gives E values of -5526.0528, -3443.0259 Ha.